# C23H24HfIN9PS

A molecular structure, C23H24HfIN9PS (ωB97M-V/def2-TZVPD, the Open Molecules 2025 dataset).

The geometry in XYZ format:
```
60
Properties=species:S:1:pos:R:3
Hf -0.2578 0.0431 -1.0045
C -1.3011 2.9419 3.8331
N -0.8862 2.6878 2.4382
C -0.2666 3.6123 1.6347
C -0.0367 3.0019 0.4433
N -0.4919 1.7014 0.5212
C -0.9981 1.5421 1.7500
P -1.8380 0.0314 2.3417
C -2.8245 -0.3076 0.8320
N -2.3730 -0.4721 -0.4252
C -3.4816 -0.6555 -1.2286
C -4.5914 -0.6078 -0.4497
N -4.1628 -0.3933 0.8370
C -5.0675 -0.2796 2.0023
C -0.4387 -1.0934 2.0502
N 0.3399 -1.0586 0.9693
C 1.3173 -2.0092 1.1562
C 1.1238 -2.6038 2.3623
N 0.0087 -2.0242 2.9124
C -0.5232 -2.3610 4.2477
H -1.3954 4.0147 3.9667
H -0.5516 2.5541 4.5169
H -2.2649 2.4775 4.0189
H -0.0660 4.6165 1.9700
H 0.3750 3.4200 -0.4594
H -3.4029 -0.7995 -2.2929
H -5.6359 -0.7076 -0.6953
H -6.0869 -0.3395 1.6357
H -4.9231 0.6791 2.4913
H -4.8838 -1.0985 2.6917
H 2.1016 -2.1879 0.4401
H 1.6792 -3.3732 2.8739
H -0.4637 -3.4374 4.3760
H -1.5616 -2.0530 4.3161
H 0.0648 -1.8633 5.0140
N 3.3059 -1.1167 -3.0432
C 3.8483 0.1396 -2.7426
C 5.0432 0.7308 -3.1289
C 5.2757 1.9956 -2.6311
C 4.3581 2.6303 -1.7753
C 3.1750 2.0258 -1.4016
C 2.9245 0.7576 -1.9142
N 1.8300 -0.1195 -1.7361
C 2.1340 -1.2201 -2.4319
C 1.2143 -2.3499 -2.4710
C 1.3387 -3.5652 -3.0533
S -0.0635 -4.4880 -2.7563
C -0.7502 -3.2043 -1.9027
N 0.0142 -2.1448 -1.8158
H 3.7308 -1.8175 -3.6321
H 5.7505 0.2348 -3.7802
H 6.1891 2.5078 -2.9002
H 4.5939 3.6165 -1.3992
H 2.4925 2.5165 -0.7206
H 2.1641 -3.9699 -3.6192
H -1.7403 -3.2609 -1.4718
I -1.0319 0.2390 -4.0379
C -0.6508 1.6797 -2.4608
H -1.5486 2.2940 -2.4178
H 0.1674 2.2907 -2.8433
```

Computed properties:
HOMO-LUMO gap = 7.923 eV
LUMO energy = -8.651 eV
Multiplicity = 1
Net charge = +3

Löwdin atomic charge list, values in e, 8 entries: 1.542, 0.027, -0.088, 0.008, -0.089, -0.086, -0.439, 1.212

***

# C4H13N3

A molecular structure, C4H13N3 at a distorted geometry (ωB97M-V/def2-TZVPD, the Open Molecules 2025 dataset).

The geometry in XYZ format:
```
20
Properties=species:S:1:pos:R:3
C -1.0588 1.7506 -1.5632
C 1.2354 -1.1260 -0.7813
C -0.5736 -1.8301 0.8531
C 0.3951 0.7872 1.9196
N -0.1751 1.4118 -0.5251
N -0.1276 -0.8543 -0.1783
N -0.5088 0.3647 0.2332
H -1.1950 1.0252 -2.4348
H -2.0875 1.9483 -1.2765
H -0.6365 2.5453 -2.0826
H 2.0107 -0.8990 0.0283
H 1.2752 -2.1678 -0.9854
H 1.2139 -0.6826 -1.7751
H -0.1429 -1.5410 1.7149
H -1.6847 -1.7175 0.8833
H -0.4143 -2.8311 0.4617
H 0.5303 1.7828 2.0649
H -0.2015 0.1588 2.7106
H 1.3981 0.4404 1.7227
H 0.7475 1.4340 -0.9900
```

Computed properties:
HOMO-LUMO gap = 8.298 eV
ΔE to the lowest compared entry with this formula, charge and spin = 130.4 kcal/mol
LUMO energy = 0.986 eV
Multiplicity = 1
Net charge = 0

Löwdin atomic charge list, values in e, 8 entries: -0.151, -0.047, -0.056, 0.039, -0.170, -0.280, -0.134, 0.088

***

# C14H38Br6N6O2P2

A molecular structure, C14H38Br6N6O2P2 at a distorted geometry (ωB97M-V/def2-TZVPD, the Open Molecules 2025 dataset).

The geometry in XYZ format:
```
68
Properties=species:S:1:pos:R:3
O -19.5527 28.8295 -11.0466
P -20.5955 27.7667 -11.1613
N -20.0587 26.3792 -12.1279
C -20.8572 25.1614 -12.3719
C -18.8933 26.6386 -13.0585
N -22.1493 28.2102 -11.8075
C -22.0024 28.5313 -13.2064
C -23.0463 29.0436 -11.0892
N -21.0820 26.8734 -9.7458
C -22.2490 26.0575 -9.6188
C -20.3977 27.1541 -8.4957
H -21.8976 25.4010 -12.5913
H -20.8408 24.4919 -11.5119
H -20.5707 24.8735 -13.3834
H -17.9330 26.2883 -12.6801
H -18.7174 27.6579 -13.4022
H -19.1075 26.0555 -13.9541
H -21.9517 27.7080 -13.9190
H -22.9124 29.0513 -13.5061
H -21.2180 29.2329 -13.4902
H -23.1930 28.8048 -10.0359
H -22.7203 30.0810 -11.0147
H -24.0715 28.9978 -11.4566
H -22.8794 26.2688 -8.7551
H -22.8349 26.1285 -10.5352
H -22.0040 24.9964 -9.6652
H -20.2706 26.2316 -7.9293
H -20.9772 27.7717 -7.8095
H -19.4288 27.5198 -8.8357
O -24.9079 22.1066 -4.6167
P -25.3385 21.0117 -5.5162
N -26.1065 19.7033 -4.7743
C -26.9034 18.6761 -5.3559
C -25.7408 19.5691 -3.3448
N -23.9531 20.2194 -6.2002
C -23.8930 19.4799 -7.4707
C -22.6555 20.3809 -5.5132
N -26.2767 21.4941 -6.8426
C -25.6673 22.1929 -7.9701
C -27.6459 21.9411 -6.5706
H -27.0755 17.8546 -4.6605
H -26.5617 18.2913 -6.3168
H -27.8583 19.1349 -5.6122
H -25.7410 18.5387 -2.9892
H -26.3979 20.1228 -2.6742
H -24.7182 19.9235 -3.2154
H -24.2100 20.1746 -8.2485
H -22.8860 19.0837 -7.6013
H -24.6878 18.7519 -7.3081
H -22.6240 19.5994 -4.7540
H -21.7731 20.4019 -6.1528
H -22.6161 21.4027 -5.1356
H -25.9819 21.7270 -8.9039
H -25.8458 23.2672 -7.9238
H -24.5810 22.1378 -8.0401
H -28.0346 21.4471 -5.6802
H -28.3258 21.6005 -7.3516
H -27.7388 23.0224 -6.4689
C -20.1459 22.4529 -7.8686
Br -20.0799 22.7300 -5.9243
Br -22.0120 22.4750 -8.3929
Br -19.2534 20.7028 -8.3454
H -19.6036 23.2772 -8.3318
C -20.0773 20.4245 -3.1300
Br -19.6572 18.7904 -4.2619
Br -18.5277 21.6212 -2.6004
Br -21.2749 20.0632 -1.5528
H -20.6345 21.0670 -3.8118
```

Computed properties:
HOMO-LUMO gap (alpha / beta) = 6.895 / 3.296 eV
<S²> = 0.76
LUMO energy (alpha / beta) = -3.146 / -6.745 eV
Multiplicity = 2
Net charge = +1

Löwdin atomic charge list, values in e, 8 entries: -0.285, 0.668, -0.284, -0.111, -0.104, -0.316, -0.143, -0.145

***

# C33H28BCl2N4O8S2W

A molecular structure, C33H28BCl2N4O8S2W (ωB97M-V/def2-TZVPD, the Open Molecules 2025 dataset).

The geometry in XYZ format:
```
79
Properties=species:S:1:pos:R:3
W 0.4854 -1.2778 -0.1870
O 4.1833 -6.1008 1.1020
C 3.4563 -4.9781 0.8944
C 3.9448 -3.9039 0.1563
C 3.1115 -2.8249 -0.0345
N 1.8782 -2.8089 0.4525
C 1.4338 -3.7928 1.2333
C 2.1894 -4.9134 1.4746
C 0.0857 -3.4619 1.8331
O -0.4730 -4.2310 2.5836
O -0.3007 -2.2744 1.4855
C 3.4363 -1.5553 -0.7760
O 4.5510 -1.3372 -1.1896
O 2.3863 -0.7970 -0.8858
H 5.0290 -6.0236 0.6466
H 4.9436 -3.8788 -0.2612
H 1.8063 -5.7000 2.1082
C -0.4827 4.4116 -1.4587
C -1.3435 4.4449 -0.1882
C -0.4268 4.6135 1.0314
C -2.2777 5.6529 -0.2714
C -2.1163 3.1314 -0.0524
C -3.5015 3.0961 0.1660
C -4.2073 1.9074 0.2334
C -3.5080 0.7205 0.0892
S -4.1000 -0.9150 -0.0078
C -2.4876 -1.4735 -0.2672
N -1.5832 -0.5381 -0.2061
C -2.1221 0.7330 -0.0646
C -1.4257 1.9314 -0.1478
C -2.0789 -2.8053 -0.6979
C -2.9671 -3.8703 -0.7798
C -2.5156 -5.0998 -1.2301
C -1.1830 -5.2426 -1.5892
C -0.2987 -4.1723 -1.4854
C -0.7119 -2.9148 -1.0460
H 0.0779 5.3457 -1.5462
H -1.1002 4.2948 -2.3515
H 0.2400 3.5965 -1.4433
H 0.0486 5.5978 1.0099
H 0.3630 3.8624 1.0257
H -0.9871 4.5194 1.9645
H -1.6855 6.5507 -0.4584
H -2.8274 5.8085 0.6600
H -2.9977 5.5509 -1.0860
H -4.0534 4.0209 0.2563
H -5.2813 1.9136 0.3663
H -0.3565 1.9132 -0.3155
H -4.0040 -3.7469 -0.4860
H -3.1940 -5.9409 -1.2907
H -0.8216 -6.2016 -1.9424
H 0.7394 -4.3301 -1.7570
Cl 1.4007 -4.4657 -5.7108
C 0.9294 -2.9760 -4.8627
Cl 2.0258 -2.5706 -3.5456
H -0.0593 -3.1294 -4.4449
H 0.9348 -2.1582 -5.5727
B -0.4797 0.9485 -4.3825
C -0.0975 0.3050 -2.9994
N 0.1892 -0.2214 -2.0128
H -0.0559 2.0826 -4.4014
H -1.6898 0.9108 -4.4675
H 0.0506 0.2561 -5.2322
O -1.1176 0.1491 2.5912
C -0.0091 0.6050 2.4131
N 0.8898 0.2381 1.4301
S 2.2438 1.1642 1.4442
O 2.2796 2.0412 0.3043
O 3.4036 0.3660 1.7324
C 1.7902 2.1114 2.8641
C 2.4869 3.1213 3.4993
C 1.8725 3.7194 4.5912
C 0.6110 3.3075 5.0211
C -0.0676 2.2891 4.3678
C 0.5472 1.6975 3.2779
H 3.4627 3.4369 3.1554
H 2.3785 4.5190 5.1175
H 0.1593 3.7935 5.8768
H -1.0488 1.9530 4.6765
```

Computed properties:
HOMO-LUMO gap (alpha / beta) = 7.095 / 7.886 eV
ΔE to the lowest compared entry with this formula, charge and spin = 8.0 kcal/mol
<S²> = 2.01
LUMO energy (alpha / beta) = 2.015 / 1.579 eV
Multiplicity = 3
Net charge = -1

Löwdin atomic charge list, values in e, 8 entries: 1.715, 0.080, -0.271, 0.088, -0.155, 0.031, -0.147, 0.096

***

# C3H5NO

C3H5NO in the gas phase (ωB97M-V/def2-TZVPD, the Open Molecules 2025 dataset).

The geometry in XYZ format:
```
10
Properties=species:S:1:pos:R:3
O 0.8163 0.1457 1.7923
C 0.3180 0.9205 1.0055
C -0.2469 0.4915 -0.3067
C 0.2638 -0.7921 -0.8625
N -1.0712 -0.7256 -0.3134
H 0.2294 1.9982 1.2477
H -0.5888 1.2841 -0.9675
H 0.3213 -0.9143 -1.9409
H 1.0380 -1.2872 -0.2803
H -1.0800 -1.1208 0.6258
```

Computed properties:
HOMO-LUMO gap = 10.773 eV
ΔE to the lowest compared entry with this formula, charge and spin = 34.4 kcal/mol
SMILES = O=C[C@H]1CN1
LUMO energy = 0.775 eV
Multiplicity = 1
Net charge = 0

Löwdin atomic charge list, values in e, 8 entries: 0.044, -0.222, -0.275, -0.142, 0.033, 0.122, 0.128, 0.104

***

# C4H8O

C4H8O in the gas phase at a distorted geometry (ωB97M-V/def2-TZVPD, the Open Molecules 2025 dataset).

The geometry in XYZ format:
```
13
Properties=species:S:1:pos:R:3
C -1.8641 0.1078 0.1879
C -0.5286 -0.1670 -0.4752
C 0.6066 -0.0881 0.5014
C 2.6100 0.5411 -0.3883
O 1.8049 -0.4614 -0.2023
H -1.8855 1.1091 0.6320
H -2.0616 -0.6204 0.9821
H -2.6679 0.0397 -0.5463
H -0.4999 -1.1638 -0.9271
H -0.3214 0.5555 -1.2744
H 0.7500 0.9176 0.9123
H 0.5267 -0.7954 1.3319
H 3.5309 0.0253 -0.7341
```

Computed properties:
HOMO-LUMO gap = 9.476 eV
ΔE to the lowest compared entry with this formula, charge and spin = 71.7 kcal/mol
LUMO energy = 0.867 eV
Multiplicity = 1
Net charge = 0

Löwdin atomic charge list, values in e, 8 entries: -0.108, -0.253, -0.246, 0.056, -0.165, 0.078, 0.076, 0.072